A 3-piece molecular cluster, C32H53Cl3FN2O14P3 overall at a distorted geometry. Source: the Open Molecules 2025 dataset; level of theory: ωB97M-V/def2-TZVPD.

## Properties
HOMO: -8.81 eV
energy above the lowest of the compared OMol25 structures with the same formula, charge and spin: 0.0 kJ/mol
frontier orbital gap: 8.527 eV
LUMO: -0.01026 Ha
structure (SMILES): C=C[C@@]1(CC(=O)F)[C@](C[C@H](C)OCc2ccccc2)(/C(Cl)=C(/C)Cl)C(=O)N[C@]1(OCCNC[C@@H](C)O)P(O)Cl.COP(=O)(OC)OC.COP(=O)(OC)OC

Element x y z (Å)
C -2.302 -2.196 1.463
C -1.084 -1.724 1.163
C -0.547 -1.453 -0.260
C -0.259 -2.915 -0.735
C -0.128 -3.998 0.300
O -0.705 -5.038 0.183
F 0.691 -3.849 1.356
C -1.463 -0.543 -1.202
C -2.991 -0.678 -1.069
C -3.777 0.399 -0.314
C -3.374 0.722 1.123
O -5.127 -0.122 -0.267
C -6.106 0.815 -0.657
C -6.480 1.745 0.478
C -6.876 1.157 1.673
C -7.209 1.913 2.779
C -7.151 3.300 2.684
C -6.744 3.889 1.508
C -6.418 3.125 0.395
C -1.161 -0.609 -2.739
Cl -0.268 -1.931 -3.467
C -1.568 0.278 -3.651
C -1.295 0.271 -5.124
Cl -2.585 1.629 -3.243
C -0.769 0.809 -0.888
O -1.192 1.892 -0.632
N 0.593 0.447 -1.038
C 0.748 -0.543 0.089
O 0.484 0.286 1.206
C 1.541 0.583 2.105
C 2.406 1.753 1.650
N 3.314 2.170 2.720
C 4.301 3.128 2.203
C 5.523 3.117 3.143
C 6.320 1.845 2.854
O 6.342 4.255 2.917
P 2.582 -1.063 -0.202
O 2.710 -2.668 0.066
Cl 2.848 -0.954 -2.254
H -2.816 -1.944 2.380
H -2.757 -2.905 0.779
H -0.397 -1.692 1.999
H -1.062 -3.210 -1.400
H 0.627 -2.954 -1.367
H -3.425 -0.683 -2.067
H -3.305 -1.637 -0.666
H -3.840 1.348 -0.841
H -3.756 1.703 1.408
H -3.803 0.012 1.827
H -2.302 0.742 1.302
H -7.001 0.226 -0.878
H -5.861 1.352 -1.578
H -6.890 0.077 1.747
H -7.497 1.412 3.693
H -7.409 3.876 3.563
H -6.679 4.967 1.443
H -6.084 3.598 -0.519
H -2.240 0.072 -5.634
H -1.041 1.296 -5.405
H -0.480 -0.352 -5.466
H 1.199 1.254 -0.924
H 1.051 0.946 3.013
H 2.130 -0.277 2.437
H 1.691 2.569 1.457
H 2.922 1.574 0.709
H 2.758 2.702 3.380
H 3.871 4.136 2.109
H 4.673 2.829 1.223
H 5.115 3.081 4.159
H 5.655 1.141 2.355
H 6.699 1.375 3.757
H 7.104 2.098 2.141
H 5.756 5.003 2.771
H 2.991 -3.103 -0.750
C -4.037 -3.612 -10.767
O -4.729 -2.556 -10.072
P -3.860 -1.332 -9.413
O -4.392 -1.186 -8.045
O -4.365 -0.213 -10.448
C -5.717 0.232 -10.357
O -2.372 -0.713 -9.417
C -1.336 -1.510 -8.807
H -4.782 -4.308 -11.141
H -3.468 -3.215 -11.611
H -3.367 -4.144 -10.089
H -6.109 0.116 -9.347
H -6.341 -0.325 -11.057
H -5.736 1.285 -10.629
H -1.306 -2.511 -9.236
H -1.507 -1.574 -7.732
H -0.383 -1.022 -8.993
C 7.154 -2.048 10.120
O 6.504 -1.654 8.896
P 7.204 -0.493 7.940
O 6.019 0.366 7.695
O 7.566 -1.480 6.731
C 6.493 -2.081 6.006
O 8.435 0.505 7.583
C 8.775 1.503 8.565
H 6.550 -2.822 10.583
H 8.151 -2.449 9.922
H 7.228 -1.201 10.805
H 5.593 -1.467 6.048
H 6.280 -3.071 6.408
H 6.813 -2.180 4.971
H 8.963 1.054 9.540
H 7.973 2.236 8.643
H 9.684 1.994 8.229

Here are the Löwdin charges for atoms 1 to 8, given in e: 0.0413 -0.1108 -0.2120 -0.1005 -0.4701 0.1552 0.1028 -0.2124


A 2-piece molecular cluster, C4H13N2OS overall at a distorted geometry. Source: the Open Molecules 2025 dataset; level of theory: ωB97M-V/def2-TZVPD.

## Properties
HOMO: -2.74 eV
energy above the lowest of the compared OMol25 structures with the same formula, charge and spin: 37.3 kJ/mol
frontier orbital gap: 6.563 eV
total charge: -1
LUMO: 0.14054 Ha

Element x y z (Å)
C 0.676 -1.584 -0.307
C 0.978 -0.162 -0.782
C -0.402 0.478 -1.196
S -1.184 -0.371 -2.620
N 1.708 0.564 0.255
C 1.008 1.316 1.293
N 1.202 0.795 2.634
H 1.570 -2.213 -0.463
H -0.048 -2.097 -0.928
H 0.486 -1.611 0.753
H 1.473 -0.186 -1.752
H -1.048 0.366 -0.316
H -0.269 1.519 -1.503
H 2.447 1.123 -0.133
H 1.359 2.350 1.222
H -0.066 1.326 1.112
H 2.119 0.371 2.755
H 0.534 0.049 2.798
H -3.508 -0.423 -1.260
H -4.803 -1.149 -0.959
O -4.233 -0.460 -0.602

Here are the Löwdin charges for atoms 1 to 8, given in e: -0.1171 -0.4792 -0.7167 0.1776 -0.0461 -0.3284 -0.0155 0.0637


C5H6O2 as an isolated structure at a distorted geometry. Source: the Open Molecules 2025 dataset; level of theory: ωB97M-V/def2-TZVPD.

## Properties
HOMO: -8.95 eV
energy above the lowest of the compared OMol25 structures with the same formula, charge and spin: 221.8 kJ/mol
frontier orbital gap: 9.742 eV
LUMO: 0.02897 Ha

Element x y z (Å)
C -1.356 0.483 1.502
O 1.989 0.080 1.024
C 1.779 -0.048 -0.158
C 0.570 -0.793 -0.720
O -0.216 -1.339 0.346
C -0.888 -0.122 0.419
C -0.555 0.231 -1.004
H -1.645 1.524 1.434
H -1.326 0.023 2.464
H 2.422 0.446 -0.916
H 0.845 -1.530 -1.482
H -1.322 -0.209 -1.622
H -0.297 1.255 -1.288

Here are the Löwdin charges for atoms 1 to 8, given in e: 0.0885 0.0896 -0.1973 -0.2521 0.0087 -0.3662 -0.0228 0.0654


C5H9NO2 in the gas phase at a distorted geometry. Source: the Open Molecules 2025 dataset; level of theory: ωB97M-V/def2-TZVPD.

## Properties
HOMO: -10.01 eV
energy above the lowest of the compared OMol25 structures with the same formula, charge and spin: 105.7 kJ/mol
frontier orbital gap: 10.667 eV
LUMO: 0.02419 Ha
structure (SMILES): O=C(O)[C@@H]1CCCN1

Element x y z (Å)
O 2.321 -1.227 -0.443
C 1.702 -0.692 0.481
O 2.287 -0.003 1.432
C 0.142 -0.821 0.649
C -0.478 -0.994 -0.787
C -0.938 0.418 -1.187
C -0.600 1.342 -0.081
N -0.362 0.524 1.175
H 1.470 0.411 1.896
H -0.042 -1.579 1.421
H 0.408 -1.142 -1.387
H -1.202 -1.761 -0.973
H -2.039 0.443 -1.273
H -0.520 0.842 -2.123
H 0.366 1.681 -0.358
H -1.144 2.332 0.071
H -1.370 0.224 1.488

Here are the Löwdin charges for atoms 1 to 8, given in e: 0.0714 -0.4990 0.1106 -0.1995 -0.1082 -0.1989 -0.2238 -0.0487


C29H21AsCl5MoNO6S2 as an isolated structure. Source: the Open Molecules 2025 dataset; level of theory: ωB97M-V/def2-TZVPD.

## Properties
HOMO: -13.94 eV
energy above the lowest of the compared OMol25 structures with the same formula, charge and spin: 0.0 kJ/mol
frontier orbital gap: 5.252 eV
total charge: +2
LUMO: -0.31919 Ha

Element x y z (Å)
Mo -0.280 -0.057 1.466
Cl -0.968 -1.542 -1.814
C 0.543 -1.790 -1.043
C 0.922 -0.973 0.029
C 2.220 -1.053 0.503
Cl 2.661 0.107 1.705
C 3.126 -2.004 0.048
Cl 4.695 -2.086 0.708
C 2.715 -2.864 -0.977
Cl 3.788 -4.035 -1.571
C 1.426 -2.742 -1.539
Cl 0.966 -3.755 -2.832
C -0.263 1.246 -5.429
C 0.937 1.339 -4.478
C 2.076 2.116 -5.155
C 1.442 -0.074 -4.176
C 0.509 2.080 -3.218
C 0.158 3.442 -3.310
C -0.118 4.205 -2.200
C -0.085 3.576 -0.958
S -0.183 4.316 0.608
C 0.089 2.812 1.328
N 0.177 1.778 0.493
C 0.161 2.206 -0.847
C 0.480 1.464 -1.980
C 0.271 2.559 2.741
C 0.518 3.569 3.662
C 0.828 3.237 4.972
C 0.924 1.905 5.333
C 0.681 0.884 4.409
C 0.325 1.202 3.112
H 0.024 0.713 -6.334
H -0.620 2.232 -5.726
H -1.093 0.710 -4.968
H 2.414 1.572 -6.036
H 2.927 2.235 -4.484
H 1.762 3.104 -5.486
H 1.785 -0.538 -5.099
H 0.655 -0.711 -3.768
H 2.288 -0.062 -3.485
H 0.145 3.918 -4.278
H -0.325 5.261 -2.287
H 0.752 0.430 -1.891
H 0.499 4.608 3.357
H 1.021 4.015 5.697
H 1.197 1.639 6.345
H 0.798 -0.136 4.744
O -3.994 -0.630 2.147
As -3.062 0.555 3.009
O -1.921 0.934 1.720
O -1.499 -1.424 1.068
C -1.959 -2.635 1.452
C -2.611 -3.468 0.554
C -3.063 -4.700 1.010
C -2.872 -5.114 2.323
C -2.229 -4.281 3.226
C -1.795 -3.043 2.772
S -1.005 -1.918 3.795
O -0.602 -2.445 5.037
O -1.930 -0.716 3.947
O 0.149 -1.411 2.938
H -4.938 -0.598 2.361
H -2.767 -3.160 -0.466
H -3.576 -5.354 0.319
H -3.230 -6.081 2.642
H -2.065 -4.569 4.254

Here are the Löwdin charges for atoms 1 to 8, given in e: 1.9014 0.8285 -0.6760 -0.3213 -0.6564 0.8808 -0.6912 0.7801


A 2-piece molecular cluster, C5H8O4 overall at a distorted geometry. Source: the Open Molecules 2025 dataset; level of theory: ωB97M-V/def2-TZVPD.

## Properties
HOMO: -1.64 eV
energy above the lowest of the compared OMol25 structures with the same formula, charge and spin: 28.8 kJ/mol
frontier orbital gap: 7.916 eV
total charge: -2
LUMO: 0.23080 Ha

Element x y z (Å)
C 0.720 -3.695 -1.096
C 1.168 -2.773 -2.188
O 1.670 -1.661 -1.870
O 0.981 -3.150 -3.378
H -0.297 -4.067 -1.226
H 0.861 -3.293 -0.090
H 1.327 -4.609 -0.971
C -0.258 1.583 1.158
C -0.633 0.594 2.256
C -1.043 2.910 1.453
O -0.465 3.710 2.234
O -2.187 3.020 0.950
H 0.803 1.841 1.269
H -0.294 1.229 0.135
H -0.495 1.061 3.234
H 0.123 -0.204 2.308
H -1.658 0.230 2.198

Here are the Löwdin charges for atoms 1 to 8, given in e: -0.0805 -0.8193 -0.1132 -0.1437 0.0538 0.0514 0.0519 -0.2000


C4H9NO3 in the gas phase at a distorted geometry. Source: the Open Molecules 2025 dataset; level of theory: ωB97M-V/def2-TZVPD.

## Properties
HOMO: -9.32 eV
energy above the lowest of the compared OMol25 structures with the same formula, charge and spin: 281.1 kJ/mol
frontier orbital gap: 9.966 eV
LUMO: 0.02378 Ha
structure (SMILES): N[C@H]1[C@@H](O)[C@]1(O)CO

Element x y z (Å)
N -1.973 -0.965 0.319
C -0.866 -0.822 -0.522
C -0.668 0.621 -0.867
O -1.519 1.533 -0.173
C 0.308 -0.109 0.044
O 0.277 0.138 1.413
C 1.677 -0.600 -0.389
O 2.761 0.308 -0.111
H -2.752 -1.432 -0.202
H -1.685 -1.524 1.099
H -0.757 -1.626 -1.288
H -0.308 0.960 -1.860
H -2.012 0.797 0.445
H -0.022 1.090 1.457
H 1.932 -1.515 0.089
H 1.790 -0.811 -1.441
H 2.763 0.440 0.852

Here are the Löwdin charges for atoms 1 to 8, given in e: 0.0440 -0.2865 -0.2143 -0.0772 -0.4198 0.0259 -0.1617 -0.0608


A 2-piece molecular cluster, C5H13NO overall at a distorted geometry. Source: the Open Molecules 2025 dataset; level of theory: ωB97M-V/def2-TZVPD.

## Properties
HOMO: -9.70 eV
energy above the lowest of the compared OMol25 structures with the same formula, charge and spin: 252.2 kJ/mol
frontier orbital gap: 10.311 eV
LUMO: 0.02261 Ha
structure (SMILES): C=NCCCC.O

Element x y z (Å)
C 1.071 1.130 1.411
N 0.605 1.087 0.172
C -0.763 1.265 -0.145
C -1.508 0.073 -0.882
C -1.279 -1.353 -0.372
C -1.334 -1.477 1.159
H 2.090 1.317 1.762
H 0.353 1.016 2.181
H -1.393 1.289 0.787
H -1.002 2.171 -0.771
H -1.253 -0.046 -1.931
H -2.562 0.270 -0.791
H -0.400 -1.788 -0.747
H -2.095 -1.984 -0.713
H -0.280 -1.518 1.592
H -1.936 -0.644 1.412
H -1.544 -2.437 1.549
O 2.975 -0.261 -1.274
H 2.226 0.152 -0.931
H 2.637 -1.147 -1.448

Here are the Löwdin charges for atoms 1 to 8, given in e: 0.0191 -0.0460 -0.2528 -0.1926 -0.2632 -0.1046 0.0791 0.0481


What is the formula in the seventh record?
C4H9NO3


Which of these has the highest HOMO?
C5H8O4